1.
Formula: C11H31Br2N9O18
Source: the Open Molecules 2025 dataset
Level of theory: ωB97M-V/def2-TZVPD

Calculated values
Strongest force on any atom ... 4.0 eV Å⁻¹
Energy above the lowest of the compared OMol25 structures with the same formula, charge and spin ... 0.000 eV
Orbital gap ... 10.03 eV
SMILES ... C[N+](=O)[O-].C[N+](=O)[O-].C[N+](=O)[O-].C[N+](=O)[O-].C[N+](=O)[O-].C[N+](=O)[O-].C[N+](=O)[O-].C[N+](=O)[O-].C[N+](=O)[O-].BrCCBr

Last column: Mulliken charge in e.
CARTESIAN COORDINATES (ANGSTROEM)
Br 9.122850 0.226580 -20.848680  -0.15
C 7.654260 -1.055350 -21.205290  -0.67
C 6.773430 -1.412790 -19.996200  -0.55
Br 5.463290 -2.874930 -20.398300  -0.16
H 7.993410 -2.005640 -21.617640  0.41
H 7.028060 -0.733130 -22.037250  0.39
H 6.257510 -0.505380 -19.682290  0.36
H 7.439530 -1.779600 -19.215270  0.38
C 0.960160 2.342430 -21.674950  -0.68
N 1.901390 1.279470 -22.218210  0.79
O 2.946530 1.673380 -22.817720  -0.49
O 1.646950 0.141980 -21.821850  -0.48
H 0.568300 2.917750 -22.513740  0.28
H 1.401630 3.062150 -20.985600  0.26
H 0.144620 1.742060 -21.271760  0.31
C 5.450900 4.520000 -18.471900  -0.69
N 5.371100 4.886820 -19.948380  0.87
O 4.373030 5.506240 -20.311120  -0.53
O 6.195050 4.348750 -20.592400  -0.49
H 6.465750 4.604920 -18.083330  0.28
H 5.158310 3.476730 -18.353260  0.27
H 4.724430 5.063580 -17.867850  0.30
C 0.368870 -0.162170 -15.119480  -0.67
N 1.694220 0.251900 -15.729180  0.85
O 1.965130 -0.324690 -16.730000  -0.49
O 2.346440 1.093610 -15.158560  -0.53
H 0.449190 0.247650 -14.112650  0.30
H 0.233760 -1.240980 -15.041920  0.28
H -0.482850 0.235530 -15.671300  0.26
C 12.052760 -3.552690 -25.214100  -0.67
N 12.956450 -4.380010 -24.410160  0.86
O 12.504190 -5.386950 -23.899740  -0.51
O 14.130240 -4.060900 -24.313300  -0.52
H 11.571890 -2.851410 -24.532130  0.27
H 11.283860 -4.219600 -25.604130  0.29
H 12.645780 -3.109460 -26.014090  0.28
C 3.957610 -2.375540 -25.577630  -0.71
N 4.054590 -3.535760 -26.541830  0.83
O 3.053160 -4.270520 -26.719860  -0.49
O 5.197530 -3.756590 -26.938760  -0.49
H 4.952560 -2.026040 -25.301870  0.31
H 3.535280 -2.756350 -24.647720  0.27
H 3.429190 -1.590380 -26.118350  0.27
C 12.185910 3.676750 -25.132010  -0.63
N 13.357750 4.511280 -24.699220  0.75
O 13.924910 4.253690 -23.604270  -0.48
O 13.733240 5.362950 -25.535460  -0.47
H 11.928140 2.866080 -24.450480  0.29
H 12.476480 3.319300 -26.119880  0.27
H 11.381400 4.410760 -25.177740  0.27
C -0.193070 -4.818010 -20.643190  -0.64
N 0.203030 -5.913430 -21.651670  0.85
O -0.428200 -6.948520 -21.525860  -0.52
O 1.103470 -5.750590 -22.452820  -0.51
H -1.038080 -4.225360 -20.993640  0.26
H 0.716440 -4.217400 -20.656300  0.28
H -0.366590 -5.262880 -19.663360  0.27
C 11.675880 -7.016680 -18.106500  -0.66
N 11.221030 -5.831880 -18.868200  0.77
O 12.154900 -5.153170 -19.320800  -0.48
O 10.026920 -5.685300 -19.164850  -0.48
H 12.265280 -6.645710 -17.268000  0.27
H 12.270370 -7.672850 -18.742200  0.28
H 10.844040 -7.639200 -17.776930  0.30
C 11.918850 0.894270 -15.840120  -0.67
N 10.446850 1.177240 -15.842010  0.86
O 10.073500 2.281990 -16.092150  -0.51
O 9.686160 0.249430 -15.549030  -0.52
H 12.383700 1.665100 -16.454810  0.30
H 12.016310 -0.107460 -16.258600  0.28
H 12.285260 1.060840 -14.827150  0.27

Atoms 1-2, force components in eV/Å:
-1.00 -0.86 -0.10
-1.05 -1.29 -0.70

=====

2.
Formula: C6H10N5O2
Source: the Open Molecules 2025 dataset
Level of theory: ωB97M-V/def2-TZVPD

Calculated values
Strongest force on any atom ... 12.8 eV Å⁻¹
Energy above the lowest of the compared OMol25 structures with the same formula, charge and spin ... 11.040 eV
Total charge ... +1
Orbital gap ... 7.54 eV
SMILES ... CCOCCc1nnn(N=C=O)[nH+]1

Last column: Mulliken charge in e.
CARTESIAN COORDINATES (ANGSTROEM)
C -2.280594 -1.008121 -3.517437  -0.82
C -1.659729 -0.498984 -2.082085  -0.24
O -0.235091 -0.951354 -1.949936  -0.34
C 0.277929 -0.139810 -0.835589  -0.37
C 1.775121 -0.549772 -0.306297  -0.41
C 1.987377 0.231883 1.141632  0.29
N 3.028454 1.234030 1.588559  -0.14
N 2.600709 1.521770 2.905324  -0.30
N 1.459164 0.811857 3.243270  0.81
N 0.673335 0.788566 4.385906  -0.73
C -0.474015 1.557199 4.152582  0.84
O -1.560341 2.300766 3.823337  -0.32
N 0.986780 -0.027525 2.245977  -0.08
H -2.886855 -1.990868 -3.309420  0.25
H -2.976665 -0.145213 -3.910000  0.29
H -1.342215 -1.202267 -4.228547  0.26
H -1.656093 0.694231 -2.043567  0.24
H -2.314252 -0.821848 -1.138015  0.25
H 0.335539 0.994425 -1.187501  0.28
H -0.483915 -0.289114 0.068909  0.20
H 2.627535 -0.140868 -1.034508  0.32
H 1.964627 -1.714241 -0.234970  0.33
H 0.153196 -0.654743 2.222375  0.39

Atoms 1-2, force components in eV/Å:
0.74 0.13 1.10
-0.69 0.98 -0.46